1.
ORCA calculation (wB97M-V/def2-TZVPD) on a cluster of 2 separate species, C3H8S in total at a distorted geometry.

Bonds (Å) are listed after each position.
Cartesian coordinates (Å):
1 C 1.773 0.957 0.127  C2 1.529, H5 1.105, H6 1.118, H7 1.099
2 C 1.255 -0.074 -0.876  C1 1.529, C3 1.526, H8 1.117, H9 1.177
3 C 0.587 -1.315 -0.289  C2 1.526, H10 1.070, H11 1.109, H12 1.108
4 S -1.938 0.232 0.536  no bonds
5 H 2.475 0.546 0.875  C1 1.105
6 H 0.955 1.328 0.792  C1 1.118
7 H 2.200 1.792 -0.445  C1 1.099
8 H 0.499 0.464 -1.498  C2 1.117
9 H 2.106 -0.366 -1.636  C2 1.177
10 H 0.392 -2.016 -1.072  C3 1.070
11 H 1.103 -1.834 0.545  C3 1.109
12 H -0.413 -1.037 0.099  C3 1.108

Computed properties:
HOMO energy in eV: -9.6
Frontier orbital gap in Ha: 0.2388
ΔE to the lowest compared entry with this formula, charge and spin in kJ/mol: 364.2
Multiplicity: 1
LUMO energy in eV: -3.1267
Calculated total energy in eV: -14072.1465

2.
ORCA calculation (wB97M-V/def2-TZVPD) on a cluster of 2 separate species, C3H8S in total at a distorted geometry.

Bonds (Å) are listed after each position.
Cartesian coordinates (Å):
1 C 3.192 1.227 -0.187  S2 1.878, H3 1.110, H4 1.069, H5 1.188
2 S 1.658 0.246 0.271  C1 1.878, H6 1.305
3 H 2.722 2.139 -0.610  C1 1.110
4 H 3.971 1.281 0.544  C1 1.069
5 H 3.721 0.522 -0.984  C1 1.188
6 H 0.548 0.671 -0.269  S2 1.305
7 C -2.766 -1.624 0.006  C8 1.345, H9 1.090, H10 1.123
8 C -2.486 -0.369 0.398  C7 1.345, H11 1.157, H12 1.121
9 H -2.484 -2.038 -0.962  C7 1.090
10 H -3.580 -2.145 0.578  C7 1.123
11 H -1.529 0.042 -0.106  C8 1.157
12 H -2.968 0.049 1.320  C8 1.121

Computed properties:
HOMO energy in eV: -9.0
Frontier orbital gap in Ha: 0.3681
ΔE to the lowest compared entry with this formula, charge and spin in kJ/mol: 226.4
Multiplicity: 1
Structure (SMILES): C=C.CS
LUMO energy in eV: 1.0141
Calculated total energy in eV: -14073.5753

3.
ORCA calculation (wB97M-V/def2-TZVPD) on a cluster of 2 separate species, C3H8S in total at a distorted geometry.

Bonds (Å) are listed after each position.
Cartesian coordinates (Å):
1 S 1.190 -0.088 -1.896  H2 1.329, H3 1.363
2 H 1.944 0.860 -1.348  S1 1.329
3 H 1.757 -1.058 -1.123  S1 1.363
4 C -1.767 1.012 1.440  C5 1.490, H7 1.088, H8 1.093, H9 1.094
5 C -0.505 0.219 1.427  C4 1.490, C6 1.381, H10 1.087
6 C -0.507 -1.158 1.326  C5 1.381, H11 1.084, H12 1.087
7 H -1.540 2.024 1.771  C4 1.088
8 H -2.196 1.051 0.436  C4 1.093
9 H -2.404 0.491 2.161  C4 1.094
10 H 0.465 0.709 1.447  C5 1.087
11 H 0.393 -1.754 1.218  C6 1.084
12 H -1.386 -1.775 1.492  C6 1.087

Computed properties:
Charge: +1
HOMO energy (alpha / beta) in eV: -14.7 / -13.9
Expectation value of S²: 0.755
Frontier orbital gap (alpha / beta) in Ha: 0.3653 / 0.1795
ΔE to the lowest compared entry with this formula, charge and spin in kJ/mol: 150.1
Multiplicity: 2
LUMO energy (alpha / beta) in eV: -4.7153 / -9.0107
Calculated total energy in eV: -14065.7111

4.
ORCA calculation (wB97M-V/def2-TZVPD) on the molecule C3H8S2 at a distorted geometry.

Bonds (Å) are listed after each position.
Cartesian coordinates (Å):
1 C 0.109 -2.405 0.752  C2 1.551, H6 1.094, H7 1.109, H8 1.098
2 C -0.219 -0.923 1.075  C1 1.551, S3 1.816, H9 1.085, H10 1.087
3 S -0.466 -0.160 -0.554  C2 1.816, S4 2.179
4 S -0.309 1.911 0.106  S3 2.179, C5 1.740
5 C 0.096 2.615 -1.434  S4 1.740, H11 1.087, H12 1.093, H13 1.101
6 H -0.638 -2.831 0.077  C1 1.094
7 H 1.128 -2.466 0.321  C1 1.109
8 H 0.081 -2.878 1.743  C1 1.098
9 H 0.644 -0.551 1.617  C2 1.085
10 H -1.130 -0.778 1.649  C2 1.087
11 H 0.829 2.008 -1.958  C5 1.087
12 H 0.603 3.571 -1.284  C5 1.093
13 H -0.730 2.888 -2.109  C5 1.101

Computed properties:
HOMO energy in eV: -8.0
Frontier orbital gap in Ha: 0.3138
ΔE to the lowest compared entry with this formula, charge and spin in kJ/mol: 52.5
Multiplicity: 1
Structure (SMILES): CCSSC
LUMO energy in eV: 0.4979
Calculated total energy in eV: -24910.8535

5.
ORCA calculation (wB97M-V/def2-TZVPD) on the molecule C3H9BO at a distorted geometry.

Bonds (Å) are listed after each position.
Cartesian coordinates (Å):
1 B -0.142 -0.039 0.137  C2 1.538, C3 1.593, C4 1.597
2 C -0.001 -1.439 0.758  B1 1.538, H6 1.152, H7 1.044, H8 1.070
3 C -1.556 0.640 -0.141  B1 1.593, H9 1.139, H10 1.045, H11 1.102
4 C 1.226 0.704 -0.219  B1 1.597, O5 1.389, H12 1.119, H13 1.107
5 O 2.355 -0.094 -0.345  C4 1.389, H14 0.950
6 H 0.174 -2.137 -0.143  C2 1.152
7 H -0.789 -1.788 1.347  C2 1.044
8 H 0.956 -1.383 1.233  C2 1.070
9 H -1.799 0.288 -1.197  C3 1.139
10 H -1.395 1.664 -0.010  C3 1.045
11 H -2.435 0.455 0.497  C3 1.102
12 H 1.044 1.271 -1.167  C4 1.119
13 H 1.327 1.269 0.728  C4 1.107
14 H 3.140 0.439 -0.392  O5 0.950

Computed properties:
HOMO energy in eV: -10.1
Frontier orbital gap in Ha: 0.3922
ΔE to the lowest compared entry with this formula, charge and spin in kJ/mol: 163.4
Multiplicity: 1
Structure (SMILES): CB(C)CO
LUMO energy in eV: 0.6021
Calculated total energy in eV: -5979.9746

6.
ORCA calculation (wB97M-V/def2-TZVPD) on a cluster of 2 separate species, C3H9BO2 in total at a distorted geometry.

Bonds (Å) are listed after each position.
Cartesian coordinates (Å):
1 B -4.534 0.716 0.520  O5 1.199, H7 1.074
2 C 2.383 0.475 0.291  C3 1.456, H8 1.104, H9 1.102, H10 1.107
3 C 1.543 -0.200 -0.688  C2 1.456, C4 1.515, H11 1.089, H12 1.079
4 C 0.274 -0.793 -0.112  C3 1.515, O6 1.447, H13 1.178, H14 1.131
5 O -4.967 -0.378 0.288  B1 1.199
6 O -0.890 0.008 0.197  C4 1.447, H15 1.030
7 H -4.246 1.693 0.862  B1 1.074
8 H 3.369 0.798 -0.087  C2 1.104
9 H 1.833 1.272 0.816  C2 1.102
10 H 2.600 -0.300 1.051  C2 1.107
11 H 2.080 -1.019 -1.165  C3 1.089
12 H 1.198 0.449 -1.478  C3 1.079
13 H 0.148 -1.809 -0.695  C4 1.178
14 H 0.502 -1.352 0.844  C4 1.131
15 H -1.296 0.442 -0.645  O6 1.030

Computed properties:
HOMO energy in eV: -10.3
Frontier orbital gap in Ha: 0.4004
ΔE to the lowest compared entry with this formula, charge and spin in kJ/mol: 229.8
Multiplicity: 1
Structure (SMILES): CCCO.B=O
LUMO energy in eV: 0.5540
Calculated total energy in eV: -8027.7570